C2H2N2O2 | the ωB97M-V functional and the def2-TZVPD basis

The geometry in XYZ format:
```
8
Properties=species:S:1:pos:R:3:nbo_charge:R:1
C 0.80 0.02 -0.05 0.68
C -0.14 1.13 -0.12 -0.16
H -0.01 2.24 0.00 0.24
H -1.78 -0.78 1.03 0.39
N -1.31 0.65 0.02 -0.16
N -1.31 -0.59 0.01 -0.10
O 2.01 0.01 0.15 -0.54
O 0.01 -1.11 -0.18 -0.34
```

The frontier orbital gap is 10.0 eV. The calculation puts the total energy at -337.294863 Ha. The SMILES is O=c1cn[nH]o1. The calculation puts the HOMO energy at -0.369 Ha. Its total charge is 0. As for the energy above the lowest of the compared OMol25 structures with the same formula, charge and spin: 81.3 kcal/mol. Its max |F| is 7.1 eV/A.